Entry 1:
DFT (the ωB97M-V functional and the def2-TZVPD basis) results for a cluster of 16 separate species, C66H140FN5O20 in total at a distorted geometry.

The value obtained for the calculated total energy is -121813.538 eV. The frontier orbital gap is 0.3559 hartree. The value obtained for the LUMO energy is 0.0183 Ha. The net charge is 0. As for the molecular weight: 1342.9 g/mol.

The geometry in XYZ format:
```
232
C66H140FN5O20 the ωB97M-V functional and the def2-TZVPD basis
F 2.008 -6.631 -1.748
C 1.789 -5.845 -2.824
C 2.873 -5.143 -3.283
C 2.660 -4.188 -4.269
C 1.392 -3.954 -4.819
C 0.354 -4.743 -4.394
C 0.590 -5.757 -3.455
H 3.886 -5.318 -2.777
H 3.539 -3.591 -4.508
H 1.235 -3.107 -5.479
H -0.669 -4.554 -4.841
H -0.264 -6.374 -3.183
C -1.544 0.988 6.136
C -1.569 0.723 4.580
C -2.838 1.177 3.905
C -4.059 0.572 4.438
N -4.988 0.086 4.880
H -2.540 0.828 6.469
H -1.200 2.031 6.382
H -0.962 0.163 6.619
H -1.466 -0.416 4.431
H -0.724 1.241 4.141
H -2.802 0.937 2.862
H -2.884 2.274 3.903
C 2.516 7.438 2.965
C 3.309 7.465 1.672
C 2.617 6.734 0.570
C 1.435 7.418 0.085
N 0.622 8.144 -0.255
H 3.178 7.819 3.765
H 2.182 6.493 3.295
H 1.657 8.030 2.858
H 4.292 6.918 1.782
H 3.496 8.543 1.485
H 2.309 5.778 1.038
H 3.281 6.442 -0.280
C -0.593 -1.082 -2.564
C 0.353 -0.464 -3.638
C -0.236 -0.027 -4.998
C -1.147 -1.042 -5.580
N -1.672 -2.023 -5.861
H 0.054 -1.292 -1.681
H -1.060 -1.949 -2.934
H -1.303 -0.297 -2.311
H 1.208 -1.113 -3.776
H 0.731 0.446 -3.199
H 0.377 0.184 -5.882
H -0.778 0.929 -4.929
C 1.337 6.224 -3.641
C 2.018 4.940 -4.175
C 1.188 3.672 -3.891
C 1.169 3.478 -2.488
N 1.486 3.537 -1.372
H 0.346 6.238 -4.102
H 1.794 7.171 -3.916
H 1.140 6.138 -2.540
H 3.042 4.795 -3.814
H 2.097 5.079 -5.252
H 1.695 2.819 -4.272
H 0.166 3.781 -4.209
C 8.304 2.377 -3.385
C 7.489 1.549 -2.412
C 6.038 1.296 -2.793
C 5.319 2.575 -2.663
N 4.982 3.683 -2.639
H 8.448 1.700 -4.234
H 9.264 2.622 -2.942
H 7.872 3.345 -3.749
H 7.571 1.944 -1.393
H 7.955 0.558 -2.283
H 5.571 0.665 -2.015
H 5.854 0.780 -3.739
C 3.029 -0.604 0.081
O 4.208 -1.038 -0.608
C 4.075 -2.323 -1.123
C 5.312 -2.550 -2.041
O 4.959 -2.093 -3.365
C 5.990 -2.319 -4.326
H 2.867 -1.015 1.087
H 2.155 -0.895 -0.589
H 3.046 0.482 0.278
H 3.204 -2.441 -1.801
H 4.003 -3.078 -0.339
H 5.615 -3.614 -2.076
H 6.182 -1.963 -1.674
H 5.583 -2.127 -5.307
H 6.413 -3.355 -4.204
H 6.791 -1.590 -4.244
C -3.859 -3.359 -2.979
O -3.243 -4.520 -2.400
C -3.860 -4.792 -1.141
C -3.272 -6.079 -0.659
O -3.960 -7.263 -0.955
C -3.990 -7.462 -2.409
H -3.469 -3.261 -4.006
H -3.580 -2.449 -2.430
H -4.909 -3.595 -2.958
H -4.882 -5.020 -1.260
H -3.645 -3.881 -0.511
H -3.159 -6.066 0.441
H -2.259 -6.104 -1.036
H -4.621 -6.764 -2.965
H -4.393 -8.421 -2.614
H -2.984 -7.403 -2.883
C -2.005 2.532 -1.908
O -1.737 2.357 -3.266
C -2.730 3.101 -3.993
C -3.095 2.437 -5.294
O -3.403 1.117 -5.076
C -3.785 0.412 -6.209
H -2.645 1.738 -1.564
H -2.633 3.393 -1.666
H -1.086 2.548 -1.289
H -2.380 4.136 -4.034
H -3.750 3.166 -3.373
H -2.286 2.521 -5.993
H -3.967 3.049 -5.694
H -3.141 0.719 -7.099
H -4.803 0.698 -6.476
H -3.838 -0.626 -5.999
C -4.652 6.353 -2.799
O -3.822 5.804 -1.823
C -3.613 6.593 -0.640
C -2.813 5.861 0.365
O -3.621 4.925 1.027
C -2.774 3.822 1.501
H -5.635 6.677 -2.381
H -4.803 5.675 -3.591
H -4.172 7.271 -3.246
H -4.594 6.893 -0.224
H -3.162 7.554 -0.934
H -2.346 6.548 1.039
H -1.926 5.404 -0.123
H -3.420 3.210 2.063
H -1.975 4.164 2.177
H -2.228 3.317 0.689
C 5.947 1.453 1.670
O 5.390 2.383 0.691
C 4.957 3.576 1.261
C 4.131 3.364 2.578
O 3.176 2.309 2.363
C 1.977 2.658 1.748
H 6.611 0.790 1.190
H 5.157 0.901 2.175
H 6.554 2.075 2.461
H 4.336 4.067 0.573
H 5.848 4.271 1.345
H 3.547 4.169 3.013
H 4.781 2.970 3.390
H 1.250 1.859 2.025
H 2.153 2.744 0.662
H 1.572 3.642 2.062
C 3.071 -4.625 3.533
O 3.990 -4.071 4.515
C 4.748 -3.058 3.898
C 5.664 -2.525 4.968
O 4.898 -1.711 5.823
C 5.696 -1.221 6.868
H 3.705 -4.827 2.623
H 2.170 -4.008 3.278
H 2.720 -5.546 3.952
H 4.041 -2.381 3.422
H 5.440 -3.453 3.158
H 6.458 -1.893 4.559
H 6.056 -3.369 5.471
H 5.300 -0.283 7.275
H 6.691 -1.112 6.480
H 5.684 -1.899 7.711
C -6.006 3.345 0.052
O -5.061 2.437 -0.427
C -5.312 1.098 -0.011
C -6.594 0.456 -0.448
O -6.794 0.353 -1.896
C -7.044 1.573 -2.584
H -5.886 3.421 1.179
H -7.000 3.122 -0.185
H -5.799 4.322 -0.377
H -5.326 1.125 1.082
H -4.431 0.560 -0.337
H -7.434 0.987 -0.032
H -6.643 -0.545 0.002
H -6.901 1.448 -3.674
H -6.291 2.341 -2.418
H -8.004 1.956 -2.306
C -4.606 -7.230 2.512
O -4.773 -5.840 2.472
C -3.693 -5.136 3.017
C -3.948 -3.645 3.102
O -3.986 -3.157 1.761
C -5.325 -2.921 1.255
H -4.982 -7.698 3.425
H -3.578 -7.573 2.500
H -5.136 -7.655 1.648
H -2.708 -5.172 2.493
H -3.584 -5.551 4.049
H -3.053 -3.164 3.555
H -4.851 -3.477 3.735
H -5.845 -3.879 1.196
H -5.212 -2.561 0.207
H -5.801 -2.185 1.807
C -0.792 0.590 0.357
O -0.325 -0.581 0.891
C -1.309 -1.598 1.125
C -0.489 -2.826 1.579
O 0.449 -3.305 0.698
C -0.157 -4.118 -0.299
H -1.721 0.361 -0.183
H -0.077 0.974 -0.411
H -0.892 1.393 1.048
H -1.891 -1.717 0.215
H -1.908 -1.289 1.994
H -1.227 -3.606 1.914
H 0.102 -2.583 2.437
H -1.088 -3.595 -0.812
H -0.702 -4.915 0.249
H 0.574 -4.409 -0.976
C 2.051 -0.204 4.066
O 1.094 -1.250 4.244
C 1.336 -1.854 5.500
C 0.412 -3.035 5.691
O -0.952 -2.763 6.009
C -1.689 -3.809 6.557
H 3.017 -0.462 4.503
H 1.727 0.718 4.567
H 2.195 0.042 3.004
H 0.991 -1.167 6.222
H 2.372 -2.144 5.549
H 0.856 -3.748 6.395
H 0.408 -3.561 4.766
H -2.676 -3.417 6.645
H -1.330 -4.189 7.491
H -1.772 -4.595 5.852
```

Entry 2:
DFT (the ωB97M-V functional and the def2-TZVPD basis) results for a cluster of 8 separate species, C66H144BF6N7O4S2 in total at a distorted geometry.

The value obtained for the calculated total energy is -128025.745 eV. The frontier orbital gap (spin up / spin down) is 0.0683 / 0.2917 hartree. The value obtained for the LUMO energy (spin up / spin down) is -0.1978 / -0.1982 Ha. As for the multiplicity: 2. The net charge is +3. As for the molecular weight: 1288.9 g/mol.

The geometry in XYZ format:
```
230
C66H144BF6N7O4S2 the ωB97M-V functional and the def2-TZVPD basis
B -0.356 2.399 0.578
F -0.278 3.751 0.793
F -0.871 2.350 -0.707
F 0.867 1.655 0.568
F -1.263 1.794 1.386
C 3.001 -2.940 5.372
C 2.397 -1.967 4.350
C 2.601 -0.510 4.797
C 1.768 0.599 4.000
N 1.890 2.039 4.580
C 1.201 2.217 5.935
C -0.026 3.199 5.680
C -0.184 3.221 4.175
C 1.230 3.115 3.758
C 3.429 2.456 4.760
C 4.227 2.508 3.429
C 5.672 2.956 3.666
H 2.534 -2.748 6.338
H 4.086 -2.868 5.453
H 2.810 -3.970 5.072
H 1.372 -2.037 3.984
H 2.952 -1.999 3.413
H 3.670 -0.341 4.675
H 2.315 -0.493 5.849
H 0.706 0.404 4.153
H 1.993 0.601 2.934
H 1.972 2.517 6.644
H 0.806 1.222 6.138
H 0.141 4.211 6.048
H -0.888 2.705 6.127
H -0.642 4.136 3.800
H -0.755 2.339 3.885
H 1.735 4.078 3.834
H 1.419 2.819 2.726
H 3.895 1.771 5.467
H 3.430 3.417 5.275
H 3.786 3.277 2.794
H 4.218 1.578 2.861
H 5.882 3.960 4.034
H 6.268 2.711 2.788
H 6.062 2.368 4.497
C 0.481 4.696 -5.204
C 0.604 5.584 -3.907
C 1.978 5.636 -3.283
C 2.249 4.202 -2.697
N 3.698 4.092 -2.074
C 3.928 2.645 -1.471
C 4.454 1.763 -2.634
C 5.395 2.751 -3.250
C 4.744 4.116 -3.185
C 3.916 5.199 -0.965
C 2.952 5.044 0.226
C 3.495 5.690 1.530
H 1.161 5.025 -5.990
H -0.562 4.778 -5.511
H 0.759 3.645 -5.131
H -0.032 5.269 -3.080
H 0.268 6.564 -4.246
H 1.947 6.463 -2.574
H 2.653 5.858 -4.110
H 2.110 3.412 -3.435
H 1.547 4.097 -1.870
H 4.650 2.738 -0.660
H 3.017 2.227 -1.041
H 5.044 0.972 -2.171
H 3.732 1.408 -3.369
H 6.352 2.697 -2.731
H 5.520 2.484 -4.299
H 5.529 4.798 -2.857
H 4.301 4.462 -4.120
H 3.856 6.128 -1.532
H 4.913 4.948 -0.603
H 2.734 3.997 0.434
H 1.987 5.485 -0.021
H 4.448 5.279 1.863
H 2.820 5.468 2.356
H 3.368 6.767 1.637
C 1.787 -1.078 0.123
C 2.117 -2.392 -0.546
C 3.475 -3.033 -0.236
C 3.689 -4.429 -0.855
N 5.026 -5.143 -0.370
C 6.254 -4.447 -1.063
C 6.297 -4.861 -2.531
C 5.719 -6.307 -2.482
C 5.257 -6.579 -1.013
C 5.261 -5.218 1.179
C 4.137 -5.902 1.955
C 4.687 -6.348 3.311
H 1.857 -1.101 1.210
H 0.745 -0.806 -0.045
H 2.473 -0.301 -0.213
H 2.116 -2.169 -1.613
H 1.390 -3.160 -0.280
H 3.427 -3.149 0.847
H 4.229 -2.295 -0.512
H 3.654 -4.524 -1.940
H 3.040 -5.171 -0.389
H 7.183 -4.712 -0.558
H 6.269 -3.368 -0.916
H 7.251 -4.856 -3.058
H 5.612 -4.284 -3.152
H 6.402 -7.122 -2.721
H 4.982 -6.495 -3.262
H 6.024 -7.137 -0.476
H 4.345 -7.162 -0.885
H 5.228 -4.160 1.439
H 6.240 -5.679 1.306
H 3.595 -6.714 1.471
H 3.419 -5.101 2.132
H 3.794 -6.385 3.936
H 5.353 -5.590 3.721
H 5.079 -7.364 3.254
C -6.225 -1.053 0.371
C -5.314 -0.179 -0.374
C -5.356 1.179 0.251
C -4.322 2.065 -0.383
N -4.478 3.577 0.097
C -4.049 3.690 1.600
C -3.629 5.173 1.799
C -3.250 5.709 0.436
C -3.474 4.509 -0.566
C -5.927 4.131 -0.037
C -6.637 3.894 -1.433
C -8.013 4.579 -1.451
H -6.103 -2.074 0.009
H -7.282 -0.785 0.365
H -5.917 -1.199 1.406
H -5.488 -0.172 -1.450
H -4.280 -0.504 -0.256
H -5.129 1.010 1.303
H -6.387 1.532 0.221
H -4.532 2.155 -1.448
H -3.277 1.792 -0.236
H -4.943 3.460 2.179
H -3.201 3.006 1.620
H -4.444 5.815 2.132
H -2.806 5.284 2.505
H -3.964 6.437 0.051
H -2.224 6.071 0.374
H -3.883 4.817 -1.528
H -2.652 3.794 -0.605
H -5.957 5.205 0.148
H -6.462 3.724 0.821
H -6.777 2.835 -1.649
H -5.949 4.193 -2.223
H -7.915 5.598 -1.076
H -8.678 3.992 -0.817
H -8.556 4.581 -2.396
C 0.705 0.275 -3.423
C 0.213 -0.707 -4.479
C 0.922 -2.081 -4.642
C 0.843 -2.673 -6.155
N 1.388 -4.087 -6.232
C 2.946 -4.285 -6.026
C 3.430 -5.319 -7.025
C 2.249 -5.705 -7.889
C 1.237 -4.607 -7.694
C 0.582 -5.069 -5.318
C -0.947 -4.890 -5.265
C -1.619 -5.955 -4.370
H 0.467 1.239 -3.872
H 1.789 0.180 -3.364
H 0.296 0.252 -2.413
H 0.350 -0.149 -5.406
H -0.863 -0.801 -4.336
H 0.504 -2.822 -3.961
H 1.992 -1.963 -4.474
H 1.522 -2.107 -6.792
H -0.154 -2.830 -6.568
H 3.165 -4.512 -4.982
H 3.344 -3.363 -6.449
H 3.821 -6.204 -6.521
H 4.235 -4.885 -7.618
H 1.746 -6.607 -7.542
H 2.379 -5.783 -8.969
H 0.203 -4.936 -7.807
H 1.448 -3.735 -8.312
H 1.006 -5.026 -4.316
H 0.924 -6.037 -5.682
H -1.473 -4.881 -6.220
H -1.141 -3.877 -4.913
H -1.217 -6.968 -4.412
H -2.676 -5.955 -4.637
H -1.621 -5.649 -3.324
C -6.519 1.885 6.150
C -5.184 1.773 5.484
C -5.038 0.482 4.645
C -4.581 -0.736 5.441
N -4.524 -2.003 4.550
C -4.090 -3.241 5.346
C -4.814 -4.391 4.715
C -5.977 -3.844 3.977
C -6.023 -2.390 4.288
C -3.654 -1.822 3.235
C -2.111 -1.509 3.433
C -1.352 -1.408 2.099
H -6.655 2.796 6.732
H -6.710 1.063 6.840
H -7.349 1.971 5.449
H -4.396 1.909 6.224
H -4.894 2.589 4.823
H -4.259 0.765 3.937
H -5.939 0.240 4.081
H -5.128 -0.959 6.357
H -3.563 -0.747 5.831
H -3.004 -3.311 5.284
H -4.372 -3.079 6.386
H -4.264 -5.071 4.064
H -5.168 -5.105 5.459
H -5.802 -3.883 2.902
H -6.904 -4.345 4.254
H -6.467 -1.789 3.494
H -6.524 -2.224 5.242
H -4.197 -1.052 2.687
H -3.799 -2.725 2.641
H -1.576 -2.002 4.245
H -2.110 -0.468 3.755
H -0.381 -0.956 2.301
H -1.707 -0.576 1.490
H -1.411 -2.356 1.566
N -4.357 3.136 -3.812
S -5.111 2.179 -5.048
O -5.117 0.701 -4.987
O -5.004 2.751 -6.413
F -6.622 2.600 -4.581
S -3.052 2.437 -3.966
O -2.323 2.568 -5.206
O -2.912 1.089 -3.300
F -2.077 3.399 -3.147
```